{
  "formula": "C5H16N3O",
  "method": "ωB97M-V/def2-TZVPD",
  "elements": ["C", "C", "C", "C", "C", "N", "N", "N", "H", "H", "H", "H", "H", "H", "H", "H", "H", "H", "H", "H", "H", "H", "H", "H", "O"],
  "coordinates": [[-0.39480, 0.10327, -2.18352], [0.97411, -0.21514, -1.61812], [1.22990, 0.36290, -0.21254], [0.34640, -0.12234, 0.88298], [-0.36829, -1.25618, 0.80451], [-1.07576, -1.77300, 2.00750], [0.52759, 0.53666, 2.07037], [1.99249, 0.35058, -2.53927], [-1.11153, 0.03146, -1.35785], [-0.44867, 1.14707, -2.50338], [-0.75299, -0.49333, -3.01773], [1.25412, -1.26432, -1.70011], [1.25595, 1.45867, -0.19876], [2.25446, 0.09714, 0.06798], [-0.73691, -1.78582, -0.05333], [-0.49237, -2.21159, 2.73091], [-1.67301, -2.53994, 1.72770], [-1.67188, -1.04710, 2.41954], [-0.16388, 0.63608, 2.79355], [1.01316, 1.42643, 2.02423], [2.78675, 0.76191, -2.06904], [1.68086, 0.95657, -3.28363], [-2.52478, 2.18325, 1.42583], [-1.83472, 1.34112, 0.42606], [-2.06619, 1.31562, 1.35612]],
  "max_force_ev_per_a": 2.4,
  "total_charge": 1,
  "homo_lumo_gap_ev": 8.6
}